[1]
{
  "formula": "C12H40N8O8",
  "method": "wB97M-V/def2-TZVPD",
  "spin_multiplicity": 1,
  "charge": 0,
  "e_above_lowest_kj_mol": 95.6,
  "e_homo_ev": -8.82,
  "smiles": "NC(N)=O.NC(N)=O.NC(N)=O.NC(N)=O.CCO.CCO.CCO.CCO",
  "lumo_ev": 0.368,
  "homo_lumo_gap_ev": 9.2,
  "symbols": ["N", "C", "N", "O", "H", "H", "H", "H", "N", "C", "N", "O", "H", "H", "H", "H", "N", "C", "N", "O", "H", "H", "H", "H", "N", "C", "N", "O", "H", "H", "H", "H", "C", "C", "O", "H", "H", "H", "H", "H", "H", "C", "C", "O", "H", "H", "H", "H", "H", "H", "C", "C", "O", "H", "H", "H", "H", "H", "H", "C", "C", "O", "H", "H", "H", "H", "H", "H"],
  "coordinates": [[-15.600, 3.223, -9.253], [-15.064, 4.361, -9.786], [-13.836, 4.599, -9.258], [-15.571, 4.882, -10.773], [-15.097, 2.802, -8.496], [-16.293, 2.781, -9.834], [-13.334, 5.430, -9.521], [-13.435, 4.017, -8.549], [-21.036, 3.398, -9.634], [-19.692, 3.508, -9.593], [-19.366, 4.790, -9.302], [-18.893, 2.616, -9.925], [-21.672, 4.011, -9.129], [-21.383, 2.557, -10.069], [-18.382, 4.983, -9.215], [-19.990, 5.494, -8.961], [-17.996, 3.334, -13.059], [-18.689, 2.297, -13.567], [-19.275, 1.502, -12.652], [-18.670, 2.051, -14.786], [-17.986, 3.541, -12.073], [-17.761, 4.038, -13.736], [-19.128, 1.614, -11.660], [-20.003, 0.888, -12.969], [-22.416, 7.225, -8.683], [-23.156, 6.111, -8.667], [-24.333, 6.211, -9.316], [-22.793, 5.091, -8.058], [-22.860, 8.096, -8.919], [-21.430, 7.250, -8.482], [-24.586, 7.049, -9.805], [-24.967, 5.435, -9.297], [-19.953, 8.733, -5.805], [-19.811, 9.142, -7.283], [-19.493, 7.935, -8.013], [-19.459, 9.496, -5.197], [-19.388, 7.826, -5.603], [-20.980, 8.627, -5.459], [-18.914, 9.761, -7.324], [-20.668, 9.626, -7.747], [-18.547, 7.972, -8.230], [-24.199, 1.771, -12.761], [-25.047, 2.514, -11.717], [-24.198, 2.903, -10.637], [-24.887, 1.212, -13.396], [-23.491, 1.074, -12.316], [-23.620, 2.448, -13.388], [-25.886, 1.886, -11.400], [-25.569, 3.416, -12.056], [-24.818, 3.169, -9.951], [-16.450, 7.198, -6.431], [-16.526, 6.957, -7.940], [-16.773, 8.208, -8.559], [-17.050, 6.606, -5.738], [-16.581, 8.217, -6.065], [-15.432, 6.963, -6.109], [-17.221, 6.225, -8.355], [-15.558, 6.589, -8.295], [-16.747, 8.063, -9.514], [-19.961, -1.448, -10.659], [-20.770, -0.336, -10.028], [-21.993, -0.902, -9.576], [-19.048, -1.151, -11.185], [-20.431, -2.021, -11.460], [-19.648, -2.108, -9.848], [-21.005, 0.436, -10.764], [-20.166, 0.092, -9.227], [-21.964, -0.967, -8.619]]
}

***

[2]
{
  "formula": "C12H41N3O7",
  "method": "wB97M-V/def2-TZVPD",
  "spin_multiplicity": 1,
  "charge": 0,
  "e_above_lowest_kj_mol": 132.3,
  "e_homo_ev": -8.85,
  "smiles": "COC[C@H](C)N.COC[C@H](C)N.COC[C@H](C)N.O.O.O.O",
  "lumo_ev": 0.443,
  "homo_lumo_gap_ev": 9.3,
  "symbols": ["C", "O", "C", "C", "C", "N", "H", "H", "H", "H", "H", "H", "H", "H", "H", "H", "H", "C", "O", "C", "C", "C", "N", "H", "H", "H", "H", "H", "H", "H", "H", "H", "H", "H", "C", "O", "C", "C", "C", "N", "H", "H", "H", "H", "H", "H", "H", "H", "H", "H", "H", "O", "H", "H", "O", "H", "H", "O", "H", "H", "O", "H", "H"],
  "coordinates": [[5.289, 2.823, -3.556], [4.024, 2.291, -3.854], [2.989, 2.814, -3.039], [1.791, 1.899, -3.147], [0.815, 2.241, -4.268], [1.023, 1.873, -1.890], [5.552, 2.645, -2.506], [5.293, 3.896, -3.778], [6.067, 2.336, -4.143], [3.334, 2.982, -2.015], [2.713, 3.819, -3.382], [2.134, 0.862, -3.232], [-0.054, 1.582, -4.288], [1.255, 2.213, -5.266], [0.439, 3.258, -4.131], [1.550, 1.512, -1.100], [0.236, 1.231, -1.923], [-0.792, -4.789, 0.693], [-0.065, -3.852, 1.432], [1.293, -3.768, 1.097], [2.126, -3.087, 2.202], [1.686, -1.632, 2.359], [3.520, -3.088, 1.875], [-0.556, -4.722, -0.380], [-1.878, -4.744, 0.744], [-0.475, -5.801, 0.984], [1.671, -4.786, 0.925], [1.540, -3.242, 0.163], [1.876, -3.614, 3.137], [2.301, -1.100, 3.090], [0.663, -1.573, 2.731], [1.870, -1.132, 1.407], [3.973, -3.975, 1.689], [4.038, -2.697, 2.654], [-0.501, -1.545, -2.148], [-0.935, -0.406, -1.418], [-1.039, -0.650, -0.035], [-1.907, 0.463, 0.616], [-1.465, 0.758, 2.042], [-3.354, 0.092, 0.687], [0.272, -2.101, -1.616], [-0.061, -1.242, -3.101], [-1.388, -2.131, -2.402], [-1.441, -1.601, 0.331], [-0.061, -0.530, 0.439], [-1.740, 1.353, 0.010], [-1.597, -0.125, 2.679], [-2.105, 1.559, 2.411], [-0.409, 0.994, 2.177], [-3.383, -0.493, 1.527], [-3.480, -0.560, -0.083], [-5.088, 1.790, 2.103], [-4.376, 1.175, 1.783], [-5.126, 2.480, 1.436], [-3.016, 4.188, 3.920], [-3.482, 3.856, 3.144], [-3.129, 3.494, 4.577], [-4.452, -1.619, 2.786], [-4.276, -2.163, 3.562], [-5.257, -1.130, 3.002], [-1.162, 3.808, 0.323], [-1.262, 3.424, -0.558], [-2.023, 4.191, 0.523]]
}

***

[3]
{
  "formula": "C12H42AsF6O9",
  "method": "wB97M-V/def2-TZVPD",
  "spin_multiplicity": 1,
  "charge": -1,
  "e_above_lowest_kj_mol": 0.0,
  "e_homo_ev": -7.13,
  "lumo_ev": 2.588,
  "homo_lumo_gap_ev": 9.7,
  "symbols": ["As", "F", "F", "F", "F", "F", "F", "O", "H", "H", "O", "H", "H", "O", "H", "H", "O", "H", "H", "O", "H", "H", "C", "C", "C", "O", "H", "H", "H", "H", "H", "H", "H", "H", "C", "C", "C", "O", "H", "H", "H", "H", "H", "H", "H", "H", "C", "C", "C", "O", "H", "H", "H", "H", "H", "H", "H", "H", "C", "C", "C", "O", "H", "H", "H", "H", "H", "H", "H", "H"],
  "coordinates": [[0.210, -1.906, -0.095], [1.420, -3.132, -0.140], [-0.528, -2.599, 1.341], [-0.880, -0.561, -0.122], [0.957, -1.265, -1.551], [-0.865, -2.927, -1.023], [1.350, -0.907, 0.801], [-1.922, -6.321, -0.282], [-2.269, -5.551, -0.751], [-1.347, -6.758, -0.917], [2.654, -1.055, -3.668], [1.791, -1.108, -3.241], [3.217, -0.661, -2.993], [3.602, 0.219, -0.494], [3.739, -0.716, -0.312], [2.643, 0.299, -0.574], [-1.795, -4.610, 2.413], [-1.331, -4.005, 1.801], [-1.092, -4.989, 2.946], [-3.231, -3.754, -1.897], [-3.849, -3.057, -1.664], [-2.374, -3.450, -1.551], [0.277, -3.180, 6.483], [0.732, -2.052, 5.594], [0.607, -2.300, 4.096], [-0.086, -0.885, 5.856], [-0.736, -3.478, 6.199], [0.276, -2.970, 7.551], [0.921, -4.028, 6.222], [1.771, -1.789, 5.834], [0.707, -1.418, 3.465], [-0.439, -2.545, 3.887], [1.254, -3.104, 3.750], [0.121, -0.597, 6.750], [2.969, 4.302, 0.901], [2.132, 3.438, -0.026], [1.131, 2.572, 0.725], [1.365, 4.332, -0.903], [2.349, 4.970, 1.505], [3.742, 4.857, 0.365], [3.504, 3.708, 1.648], [2.783, 2.842, -0.670], [1.615, 1.613, 0.943], [0.184, 2.292, 0.269], [0.964, 3.038, 1.700], [1.829, 5.161, -0.750], [0.891, 2.793, -5.413], [0.640, 1.634, -4.467], [1.306, 1.885, -3.124], [-0.773, 1.538, -4.270], [1.889, 2.636, -5.842], [0.839, 3.754, -4.901], [0.266, 2.810, -6.307], [1.122, 0.740, -4.875], [0.935, 2.814, -2.680], [2.385, 2.001, -3.240], [1.045, 1.157, -2.351], [-0.987, 1.376, -3.343], [-4.212, 1.003, -1.541], [-3.125, 1.954, -1.046], [-3.027, 2.036, 0.474], [-1.846, 1.558, -1.540], [-5.102, 1.383, -1.028], [-3.989, -0.043, -1.347], [-4.386, 1.121, -2.610], [-3.249, 2.983, -1.387], [-2.125, 2.563, 0.782], [-3.073, 1.080, 1.001], [-3.856, 2.610, 0.910], [-1.642, 0.652, -1.273]]
}